i.
Density functional theory data (wB97M-V/def2-TZVPD) for C22H26N4O4S in the gas phase.

Last column: Mulliken charge in e.
Atoms and positions in Å:
1 C -5.1310 -0.2631 -0.1920  -0.479
2 C -5.2443 1.2140 -0.5618  -0.527
3 O -4.3184 2.0220 0.1339  -0.468
4 C -3.0064 2.0309 -0.2434  0.334
5 C -2.1526 2.7739 0.5730  -0.748
6 C -0.8056 2.8674 0.3002  -0.413
7 C -0.2735 2.2042 -0.8024  -0.052
8 N 1.0906 2.2136 -1.1231  -0.090
9 C 2.1112 2.7534 -0.4155  0.446
10 O 1.9992 3.4668 0.5592  -0.642
11 C 3.4782 2.3228 -0.9310  -0.752
12 S 3.9441 0.8140 -0.0067  -0.174
13 C 2.7433 -0.2694 -0.6573  0.541
14 N 2.3104 -0.2962 -1.8902  -0.693
15 N 1.3908 -1.2705 -1.9739  -0.588
16 C 1.2758 -1.8310 -0.7988  0.760
17 C 0.4072 -2.9352 -0.4769  1.446
18 C 0.6855 -4.0670 0.3450  -0.986
19 C -0.4429 -4.8209 0.3304  -0.662
20 O -1.3928 -4.2406 -0.4273  -0.423
21 C -0.8796 -3.1022 -0.9248  -0.380
22 C -1.7148 -2.2351 -1.7888  -0.624
23 N 2.1314 -1.2320 0.0924  0.286
24 C 2.0152 -1.2274 1.5235  -1.893
25 C 0.9994 -0.1310 1.9123  1.094
26 C 0.5905 -0.1770 3.3898  -0.798
27 C -0.9088 0.1113 3.3265  -0.705
28 C -1.2824 -0.5359 1.9964  -0.207
29 O -0.1841 -0.2931 1.1395  0.141
30 C -1.1212 1.4727 -1.6247  -0.468
31 C -2.4750 1.3861 -1.3551  -0.043
32 H -5.2814 -0.3874 0.8777  0.283
33 H -5.8882 -0.8330 -0.7234  0.387
34 H -4.1492 -0.6534 -0.4484  -0.152
35 H -5.1458 1.3533 -1.6454  0.336
36 H -6.2216 1.5978 -0.2554  0.355
37 H -2.5766 3.2784 1.4272  0.433
38 H -0.1610 3.4458 0.9404  0.502
39 H 1.3374 1.5949 -1.8907  0.354
40 H 3.5011 2.0890 -1.9930  0.349
41 H 4.2315 3.0629 -0.6679  0.451
42 H 1.6072 -4.3014 0.8386  0.626
43 H -0.6875 -5.7540 0.7972  0.506
44 H -1.3036 -2.2043 -2.7961  0.417
45 H -2.7308 -2.6199 -1.8218  0.363
46 H -1.7068 -1.2205 -1.3945  -0.412
47 H 1.6493 -2.2031 1.8465  0.525
48 H 2.9883 -1.0220 1.9740  0.235
49 H 1.4250 0.8475 1.6525  -0.135
50 H 1.1386 0.5504 3.9823  0.381
51 H 0.7693 -1.1733 3.7985  0.380
52 H -1.4604 -0.3045 4.1660  0.470
53 H -1.0845 1.1854 3.2717  0.271
54 H -2.1655 -0.0978 1.5301  -0.115
55 H -1.4337 -1.6198 2.1139  0.309
56 H -0.7143 0.9508 -2.4792  0.313
57 H -3.0988 0.8146 -2.0246  0.337

Molecular weight = 442.54 g/mol
HOMO energy = -7.79 eV
Structure (SMILES) = CCOc1ccc(NC(=O)CSc2nnc(-c3ccoc3C)n2C[C@@H]2CCCO2)cc1
LUMO energy = 0.60 eV

ii.
Density functional theory data (wB97M-V/def2-TZVPD) for C22H26N4O4S in the gas phase.

Last column: Mulliken charge in e.
Atoms and positions in Å:
1 C -3.5408 3.7225 -1.2932  -1.024
2 C -2.4521 3.9954 -2.3248  -0.617
3 C -1.0666 3.5571 -1.8489  0.099
4 C -0.4870 4.4979 -0.7890  -0.897
5 N 0.6806 3.9076 -0.1640  -0.088
6 S 0.4650 3.3081 1.3727  1.180
7 O 1.7761 3.1258 1.9309  -0.676
8 O -0.4865 4.0954 2.1066  -0.719
9 C -0.2541 1.7118 1.0306  -0.089
10 C -1.6159 1.5036 1.2730  -0.496
11 C -2.1753 0.2930 0.9731  -0.767
12 C -1.3742 -0.7563 0.4663  -0.233
13 N -1.9711 -1.9249 0.1849  -0.610
14 C -1.2612 -2.9204 -0.2957  0.740
15 C -1.9900 -4.1524 -0.6119  0.309
16 C -3.2012 -4.4315 0.0236  -0.370
17 C -3.8717 -5.5997 -0.2856  -0.513
18 C -3.3052 -6.4553 -1.2207  -0.198
19 N -2.1719 -6.1915 -1.8481  -0.654
20 C -1.5359 -5.0733 -1.5586  -0.403
21 C 0.1409 -2.8300 -0.4664  -0.935
22 C 0.7879 -1.6619 -0.1566  0.663
23 C 2.2838 -1.6051 -0.2850  0.220
24 O 2.8636 -2.0125 -1.2673  -0.658
25 N 2.9047 -1.1466 0.8274  -0.166
26 C 4.3060 -0.8058 0.8376  -1.054
27 C 4.5023 0.7078 0.9293  -0.329
28 O 3.9464 1.2981 -0.2223  -0.293
29 C 4.1400 2.6904 -0.2709  -0.698
30 C 0.0242 -0.5457 0.2779  0.117
31 C 0.5564 0.7353 0.5288  -0.426
32 H -3.5764 2.6617 -1.0543  0.206
33 H -3.3608 4.2755 -0.3753  0.291
34 H -4.5112 4.0203 -1.6831  0.390
35 H -2.4319 5.0603 -2.5657  0.309
36 H -2.6939 3.4534 -3.2413  0.328
37 H -0.3792 3.5208 -2.6959  0.323
38 H -1.1281 2.5503 -1.4319  -0.146
39 H -1.2212 4.6796 0.0007  0.338
40 H -0.2316 5.4583 -1.2422  0.413
41 H 1.5505 4.3987 -0.2705  0.332
42 H -2.1902 2.3186 1.6837  0.602
43 H -3.2274 0.1013 1.1120  0.534
44 H -3.5854 -3.7297 0.7479  0.434
45 H -4.8082 -5.8469 0.1898  0.380
46 H -3.7780 -7.3915 -1.4864  0.381
47 H -0.6311 -4.8986 -2.1254  0.444
48 H 0.7125 -3.6818 -0.7986  0.511
49 H 2.3472 -0.7790 1.5835  0.342
50 H 4.7214 -1.1735 -0.1033  0.369
51 H 4.8052 -1.2921 1.6810  0.366
52 H 4.0109 1.1111 1.8300  0.258
53 H 5.5780 0.9325 0.9937  0.494
54 H 3.6867 3.0288 -1.2006  0.212
55 H 3.6578 3.1792 0.5833  0.216
56 H 5.2090 2.9373 -0.2733  0.369
57 H 1.5878 0.9665 0.3121  0.888

Molecular weight = 442.54 g/mol
HOMO energy = -9.03 eV
Structure (SMILES) = CCCCNS(=O)(=O)c1ccc2nc(-c3cccnc3)cc(C(=O)NCCOC)c2c1
LUMO energy = -0.73 eV

So which one wins? Going from most stable to least: ii, i.

i.
Density functional theory data (wB97M-V/def2-TZVPD) for a molecular structure, C2H6INO2S.

Last column: Mulliken charge in e.
Atoms and positions in Å:
1 C -1.5711 0.8109 -0.1189  -0.252
2 C -2.7639 1.2888 0.0373  -0.533
3 N 2.7935 -0.6501 0.2980  -0.651
4 O 1.3104 -1.8039 -1.2232  -0.435
5 O 0.5392 -1.5165 0.9728  -0.621
6 S 1.0989 -0.6783 -0.0690  0.860
7 I 3.3280 1.2529 -0.2306  0.121
8 H -0.9167 0.4802 0.6668  0.153
9 H -0.9806 0.8276 -1.0651  0.160
10 H 0.6931 -2.2943 -0.7154  0.320
11 H -3.1971 1.4409 0.9884  0.253
12 H -3.3341 1.5642 -0.7882  0.256
13 H 3.0004 -0.7224 1.2471  0.370

Molecular weight = 235.05 g/mol
HOMO energy = -9.67 eV
LUMO energy = -0.41 eV

ii.
Density functional theory data (wB97M-V/def2-TZVPD) for C2H6INO2S in the gas phase.

Last column: Mulliken charge in e.
Atoms and positions in Å:
1 C -1.1220 -0.9103 0.9157  -0.882
2 C -1.1465 0.3398 0.0291  -0.386
3 N 1.5736 -0.3113 -1.1775  -0.566
4 O 0.2501 2.7254 0.3503  -0.571
5 O 1.1652 1.0730 -1.0606  -0.173
6 S 0.4332 1.3274 0.3905  0.697
7 I 3.1370 -0.7123 0.1897  0.152
8 H -0.4039 -1.5691 0.3417  0.267
9 H -0.6797 -0.8251 1.9786  0.251
10 H -2.0631 -1.6404 0.9746  0.279
11 H -2.0264 1.0186 0.2399  0.358
12 H -1.0549 0.0771 -1.0844  0.251
13 H 1.9375 -0.5928 -2.0877  0.324

Molecular weight = 235.05 g/mol
HOMO energy = -9.20 eV
LUMO energy = -0.73 eV

iii.
Density functional theory data (wB97M-V/def2-TZVPD) for 2 unconnected molecules or ions with the total composition C2H6INO2S.

Last column: Mulliken charge in e.
Atoms and positions in Å:
1 C 1.3315 2.1233 0.8899  -0.683
2 C 2.3181 -2.0811 -0.4410  -0.912
3 N 0.9193 0.9184 1.5943  -0.453
4 O -0.2722 -1.6332 -0.1240  -0.539
5 O 0.8441 -0.0507 -1.6143  -0.539
6 S 0.8880 -0.8302 -0.3846  1.005
7 I -0.9765 0.8739 2.1350  0.208
8 H 1.9668 2.7822 1.5404  0.329
9 H 2.0243 2.0583 0.0477  0.287
10 H 0.6311 2.9336 0.5357  0.302
11 H 1.9122 -2.9586 -0.1620  0.360
12 H 2.6241 -2.0129 -1.4438  0.347
13 H 3.0746 -1.6830 0.2243  0.289

Molecular weight = 235.05 g/mol
HOMO energy (alpha / beta) = -9.10 / -8.83 eV
LUMO energy (alpha / beta) = -1.59 / -1.20 eV

So which one wins? Going from most stable to least: i, ii, iii.

i.
Density functional theory data (wB97M-V/def2-TZVPD) for a gas-phase ion, C3H7N2O (charge +1).

Last column: Mulliken charge in e.
Atoms and positions in Å:
1 C 0.2709 1.4971 -1.6157  0.424
2 C 0.9545 -0.7351 -0.8661  -0.781
3 C -0.2890 0.7344 0.6405  -0.313
4 N -0.3400 1.6220 -0.4612  -0.169
5 N -0.2338 -0.6871 0.0148  -0.266
6 O 0.5825 2.0794 -2.5569  -0.252
7 H 0.9873 -1.1722 -1.8733  0.341
8 H 1.8817 -0.7764 -0.2917  0.301
9 H 0.5821 0.8404 1.2142  0.340
10 H -1.2514 0.9408 1.1987  0.353
11 H -1.0599 2.3603 -0.3719  0.288
12 H -1.0255 -0.5758 -0.5670  0.355
13 H -0.4483 -1.4523 0.7849  0.379

Molecular weight = 87.10 g/mol
HOMO energy (alpha / beta) = -13.20 / -13.20 eV
Net charge = +1
LUMO energy (alpha / beta) = -4.16 / -4.16 eV

ii.
Density functional theory data (wB97M-V/def2-TZVPD) for 2 unconnected molecules or ions with the total composition C3H7N2O.

Last column: Mulliken charge in e.
Atoms and positions in Å:
1 C 0.1830 -0.1434 3.0016  -0.084
2 C 0.1175 -0.2538 -1.3628  0.574
3 C 0.2765 -0.1039 -2.8079  -0.384
4 N -0.5112 -0.1400 1.9504  -0.131
5 N -0.3132 0.8748 -1.8685  -0.275
6 O 0.2600 -0.8942 -0.3506  -0.675
7 H 1.2543 -0.2999 2.9361  0.265
8 H -0.2401 0.0030 3.9888  0.275
9 H -0.4164 -0.5525 -3.5083  0.230
10 H 1.2711 0.0790 -3.2011  0.246
11 H -0.2379 1.8681 -1.7349  0.277
12 H -1.5255 -0.0264 1.9997  0.274
13 H -0.1182 -0.4108 0.9577  0.409

Molecular weight = 87.10 g/mol
HOMO energy = -14.50 eV
Net charge = +1
LUMO energy = -4.56 eV

iii.
Density functional theory data (wB97M-V/def2-TZVPD) for a gas-phase ion, C3H7N2O (charge +1).

Last column: Mulliken charge in e.
Atoms and positions in Å:
1 N 1.7453 -1.1767 0.0331  -0.492
2 O 2.0449 0.2122 0.0493  -0.186
3 C 1.0974 1.0937 0.0310  -0.021
4 C -0.2708 0.9795 -0.0252  -0.484
5 C -1.0096 -0.1985 0.1055  0.274
6 N -2.3135 -0.2277 0.0752  -0.311
7 H 1.5429 -1.4483 -0.9310  0.293
8 H 2.6066 -1.6329 0.3272  0.267
9 H 1.5358 2.0897 0.0480  0.367
10 H -0.8223 1.9029 -0.1314  0.278
11 H -0.4885 -1.1329 0.2806  0.509
12 H -2.8273 -1.0839 0.2199  0.262
13 H -2.8411 0.6228 -0.0821  0.247

Molecular weight = 87.10 g/mol
HOMO energy = -14.14 eV
Structure (SMILES) = NO/C=C\C=[NH2+]
Net charge = +1
LUMO energy = -4.79 eV

So which one wins? Going from most stable to least: ii, iii, i.

i.
Density functional theory data (wB97M-V/def2-TZVPD) for 2 unconnected molecules or ions with the total composition C3H7N2O.

Last column: Mulliken charge in e.
Atoms and positions in Å:
1 C -2.7724 -0.4142 0.2351  -0.218
2 C 0.8140 -1.2154 -0.4407  0.156
3 C 2.5520 0.5060 0.0878  -0.641
4 N 1.5680 -0.3924 -0.2183  0.079
5 N -1.6034 -0.4668 -0.1577  -0.213
6 O -0.8653 0.6859 -0.4187  -0.380
7 H -3.4089 0.5401 0.5077  0.215
8 H -3.2217 -1.4231 0.5240  0.238
9 H -0.2112 -1.7187 -0.7030  0.490
10 H 3.1074 0.7625 -0.8381  0.328
11 H 3.2400 0.1556 0.8994  0.332
12 H 1.9978 1.4349 0.4979  0.276
13 H -1.1963 1.5458 0.0245  0.338

Molecular weight = 87.10 g/mol
HOMO energy = -14.83 eV
Net charge = +1
LUMO energy = -3.86 eV

ii.
Density functional theory data (wB97M-V/def2-TZVPD) for a gas-phase ion, C3H7N2O (charge +1).

Last column: Mulliken charge in e.
Atoms and positions in Å:
1 N 1.4497 0.4612 0.6056  -0.627
2 N 0.1029 -0.1085 0.1205  0.448
3 C -0.3973 -1.0884 1.1346  0.042
4 O -1.2538 -1.8922 0.9132  -0.329
5 C -0.2688 -0.0900 -1.2918  -0.181
6 C -0.8704 0.9074 -0.3744  -0.453
7 H 2.2402 -0.1687 0.8904  0.294
8 H 1.7336 1.1928 -0.0447  0.249
9 H 0.1994 -0.9781 1.9910  0.463
10 H -0.7315 -1.0706 -1.6614  0.266
11 H 0.5183 0.3614 -1.8366  0.249
12 H -0.8207 1.9183 -0.2972  0.319
13 H -1.9017 0.5553 -0.1492  0.260

Molecular weight = 87.10 g/mol
HOMO energy = -15.79 eV
Structure (SMILES) = N[N+]1(C=O)CC1
Net charge = +1
LUMO energy = -4.49 eV

iii.
Density functional theory data (wB97M-V/def2-TZVPD) for a molecular structure, C3H7N2O.

Last column: Mulliken charge in e.
Atoms and positions in Å:
1 C 0.2259 0.6234 0.1202  0.342
2 C 1.2571 -0.5011 0.2002  -0.494
3 C 0.0621 -1.4037 0.0227  -0.470
4 N -0.7496 -0.2414 0.1350  0.281
5 N 0.0967 1.9376 0.0702  -0.421
6 O -2.0949 -0.0999 0.1915  -0.411
7 H 2.0631 -0.4890 -0.5053  0.358
8 H 1.6414 -0.4391 1.2212  0.274
9 H 0.0041 -1.8423 -1.1011  0.260
10 H -0.1482 -2.1180 0.7033  0.344
11 H 0.9491 2.5869 -0.1193  0.310
12 H -0.7190 2.2177 -0.3458  0.261
13 H -2.5879 -0.2311 -0.5928  0.368

Molecular weight = 87.10 g/mol
HOMO energy = -15.16 eV
Net charge = +1
LUMO energy = -3.40 eV

iv.
Density functional theory data (wB97M-V/def2-TZVPD) for 2 unconnected molecules or ions with the total composition C3H7N2O.

Last column: Mulliken charge in e.
Atoms and positions in Å:
1 C -0.1013 1.2147 -1.8392  -0.267
2 C 0.0431 -0.1354 -1.3790  -0.150
3 N 0.3169 0.0120 -0.0164  0.034
4 C -0.1404 1.1801 0.4390  -0.096
5 N -0.1613 2.0061 -0.6536  -0.060
6 H 0.0594 1.6931 -2.8134  0.365
7 H 0.0244 -1.2006 -1.9065  0.325
8 H 0.3569 -0.7805 0.6200  0.238
9 H -0.0630 1.5080 1.4753  0.339
10 H -0.3788 3.0309 -0.6279  0.283
11 H -0.3894 -3.4020 1.8135  0.326
12 H 0.4762 -2.6242 2.8914  0.347
13 O -0.0427 -2.5023 1.9968  -0.686

Molecular weight = 87.10 g/mol
HOMO energy = -14.33 eV
Net charge = +1
LUMO energy = -3.74 eV

So which one wins? Going from most stable to least: iv, iii, ii, i.

i.
Density functional theory data (wB97M-V/def2-TZVPD) for C5H8BN in the gas phase.

Last column: Mulliken charge in e.
Atoms and positions in Å:
1 B 1.0937 0.3227 -0.8598  0.014
2 C -0.4370 2.0067 -1.0332  -0.657
3 C -1.6010 1.4684 -0.5559  -0.022
4 C -1.7130 0.2107 0.1625  -0.506
5 C -0.6801 -0.4820 0.6022  0.030
6 C 1.5403 -1.5451 0.6919  -0.861
7 N 0.5863 -0.5365 0.0808  0.182
8 H 2.1963 0.2180 -1.4804  -0.053
9 H -0.3328 3.0762 -1.4510  0.273
10 H -2.6108 1.8817 -0.6772  0.254
11 H -2.6849 0.0729 0.6155  0.289
12 H -0.8283 -1.3684 1.2945  0.125
13 H 2.3958 -1.6450 0.0219  0.308
14 H 1.9615 -1.1344 1.6756  0.301
15 H 1.1140 -2.5460 0.9125  0.323

Molecular weight = 92.94 g/mol
HOMO energy = -8.14 eV
LUMO energy = 0.79 eV

ii.
Density functional theory data (wB97M-V/def2-TZVPD) for 2 unconnected molecules or ions with the total composition C5H8BN.

Last column: Mulliken charge in e.
Atoms and positions in Å:
1 B -1.2629 0.1440 -0.8113  0.353
2 C 1.0736 0.7314 -0.7267  -0.434
3 C 1.5338 -0.5311 -0.5386  -0.422
4 C 0.0304 0.0030 1.2500  -0.455
5 C -0.1486 0.8607 0.0751  -0.305
6 C 0.3959 -1.1636 0.3235  -0.287
7 N -0.9235 -1.2570 -0.5273  -0.466
8 H -2.0319 0.4849 -1.7322  -0.064
9 H 1.1941 1.4194 -1.5969  0.375
10 H 2.4344 -1.0169 -0.9007  0.422
11 H 0.8606 0.2729 1.8366  0.324
12 H -0.8799 -0.3177 1.9047  0.241
13 H -1.4578 3.1852 -0.4391  0.031
14 H 0.7833 -2.1166 0.6083  0.446
15 H -0.8130 -1.8960 -1.2338  0.239

Molecular weight = 92.94 g/mol
HOMO energy (alpha / beta) = -7.94 / -9.23 eV
LUMO energy (alpha / beta) = -0.15 / -0.05 eV

So which one wins? Going from most stable to least: i, ii.

i.
Density functional theory data (wB97M-V/def2-TZVPD) for C6H6 in the gas phase.

Last column: Mulliken charge in e.
Atoms and positions in Å:
1 C -0.8095 -2.5107 1.4873  -0.090
2 C -0.3061 -1.4134 1.1965  -0.318
3 C -0.7887 0.8538 -1.3503  -0.630
4 C -0.0491 0.5321 -0.3641  0.168
5 C 0.5722 1.5353 -1.2955  -0.544
6 C 0.4074 -0.1877 0.8684  -0.324
7 H -1.4184 -3.2557 1.8696  0.445
8 H -1.6794 0.5707 -2.0137  0.329
9 H 1.3582 1.0955 -1.9633  0.207
10 H 0.8598 2.6255 -0.9885  0.235
11 H 1.5222 -0.3243 0.8447  0.284
12 H 0.3312 0.4789 1.7088  0.239

Molecular weight = 78.11 g/mol
HOMO energy (alpha / beta) = -4.99 / -9.83 eV
LUMO energy (alpha / beta) = 1.02 / -2.08 eV
Spin multiplicity = 3

ii.
Density functional theory data (wB97M-V/def2-TZVPD) for C6H6 in the gas phase.

Last column: Mulliken charge in e.
Atoms and positions in Å:
1 C -0.5825 -0.1418 -0.1137  0.428
2 C -1.8961 0.5933 -0.8614  -0.634
3 C 0.7969 0.1465 -0.1976  0.236
4 C 1.8731 0.9589 -0.2686  -0.744
5 C -1.8430 0.2373 0.6036  -0.269
6 C 0.3729 -1.2230 -0.3588  -0.473
7 H 2.8914 0.7115 -0.4850  0.331
8 H 1.4387 1.9486 0.1279  0.198
9 H -2.2759 -0.7375 1.1403  0.217
10 H -1.8858 1.1194 1.2000  0.269
11 H 0.6232 -1.8336 0.5165  0.196
12 H 0.4872 -1.7795 -1.3031  0.245

Molecular weight = 78.11 g/mol
HOMO energy (alpha / beta) = -7.94 / -9.35 eV
LUMO energy (alpha / beta) = 1.07 / -2.06 eV
Spin multiplicity = 3

So which one wins? Going from most stable to least: ii, i.